*w*
ORCA calculation (the ωB97M-V functional and the def2-TZVPD basis) on a 2-piece molecular cluster, C5H4 overall.

Last columns: bonded neighbours and bond lengths (Å).
Atoms and positions in Å:
1 C 0.90 -0.59 -0.32  C2 1.623, C3 1.354, C5 1.522
2 C -0.57 -0.86 0.31  C1 1.623, C3 1.431, C5 1.446
3 C 0.03 0.40 -0.01  C1 1.354, C2 1.431
4 C -0.55 2.58 -0.37  H6 1.118, H7 1.048
5 C 0.33 -1.96 0.04  C1 1.522, C2 1.446, H8 1.050, H9 1.008
6 H -1.41 2.57 0.34  C4 1.118
7 H 0.39 2.77 0.05  C4 1.048
8 H 0.28 -2.42 -0.90  C5 1.050
9 H 0.60 -2.48 0.85  C5 1.008

Summary:
- LUMO (hartree) = -0.0369
- orbital gap (eV) = 6.45
- E_HOMO (eV) = -7.46
- total charge = 0

Here are the Löwdin charges for atoms 1 to 5, given in e:
1. C 0.083
2. C 0.099
3. C -0.074
4. C 0.031
5. C -0.072

*x*
ORCA calculation (the ωB97M-V functional and the def2-TZVPD basis) on one molecule with the formula C5H4.

Last columns: bonded neighbours and bond lengths (Å).
Atoms and positions in Å:
1 C 1.80 -0.73 -1.72  C2 1.204, H6 1.065
2 C 0.96 -0.71 -0.86  C1 1.204, C3 1.424
3 C -0.05 -0.75 0.15  C2 1.424, C4 1.306, H7 1.083
4 C -0.64 0.32 0.62  C3 1.306, C5 1.298
5 C -1.16 1.37 1.18  C4 1.298, H8 1.118, H9 1.177
6 H 2.54 -0.73 -2.48  C1 1.065
7 H -0.45 -1.72 0.44  C3 1.083
8 H -2.05 1.93 0.79  C5 1.118
9 H -0.50 1.54 2.13  C5 1.177

Summary:
- LUMO (hartree) = 0.0345
- orbital gap (eV) = 10.02
- SMILES = C#CC=C=C
- E_HOMO (eV) = -9.09
- total charge = 0

Here are the Löwdin charges for atoms 1 to 5, given in e:
1. C 0.110
2. C -0.154
3. C -0.148
4. C -0.135
5. C 0.004

Ranked by calculated energy, most stable first: *x*, *w*.

*w*
ORCA calculation (the ωB97M-V functional and the def2-TZVPD basis) on one molecule with the formula C5H4.

Last columns: bonded neighbours and bond lengths (Å).
Atoms and positions in Å:
1 C 1.45 0.13 -2.07  C2 1.203, H6 1.064
2 C 0.73 -0.28 -1.20  C1 1.203, C3 1.418
3 C -0.15 -0.75 -0.19  C2 1.418, C4 1.318, H7 1.086
4 C -0.79 0.10 0.58  C3 1.318, C5 1.293
5 C -0.99 0.77 1.67  C4 1.293, H8 1.104, H9 1.141
6 H 2.08 0.48 -2.85  C1 1.064
7 H -0.25 -1.82 0.01  C3 1.086
8 H -1.84 1.37 2.05  C5 1.104
9 H -0.22 0.00 2.00  C5 1.141

Summary:
- LUMO (hartree) = 0.0232
- orbital gap (eV) = 9.17
- SMILES = C#CC=C=C
- E_HOMO (eV) = -8.54
- total charge = 0

Here are the Löwdin charges for atoms 1 to 5, given in e:
1. C 0.106
2. C -0.166
3. C -0.171
4. C -0.138
5. C 0.042

*x*
ORCA calculation (the ωB97M-V functional and the def2-TZVPD basis) on one molecule with the formula C5H4.

Last columns: bonded neighbours and bond lengths (Å).
Atoms and positions in Å:
1 C 1.10 0.51 -0.52  C2 1.265, C3 1.499, C5 1.683
2 C 1.51 1.09 -1.57  C1 1.265
3 C -0.22 -0.02 -0.04  C1 1.499, C4 1.286, C5 1.430
4 C -1.48 0.02 -0.30  C3 1.286, H6 1.132, H7 1.033
5 C 0.82 -0.43 0.85  C1 1.683, C3 1.430, H8 1.088, H9 1.076
6 H -2.07 -0.71 0.32  C4 1.132
7 H -1.82 0.68 -1.02  C4 1.033
8 H 1.30 -1.39 0.61  C5 1.088
9 H 0.85 0.25 1.68  C5 1.076

Summary:
- LUMO (hartree) = -0.0068
- orbital gap (eV) = 9.45
- E_HOMO (eV) = -9.63
- total charge = 0

Here are the Löwdin charges for atoms 1 to 5, given in e:
1. C -0.283
2. C 0.137
3. C -0.363
4. C 0.073
5. C 0.049

*y*
ORCA calculation (the ωB97M-V functional and the def2-TZVPD basis) on one molecule with the formula C5H4.

Last columns: bonded neighbours and bond lengths (Å).
Atoms and positions in Å:
1 C 1.18 0.05 0.16  C2 1.547, C5 1.523, H6 1.058, H7 1.192
2 C -0.06 -0.82 -0.18  C1 1.547, C3 1.517, C4 1.473, C5 1.722
3 C -0.87 0.26 -0.88  C2 1.517, C4 1.538, C5 1.488, H8 1.092
4 C -1.17 -0.20 0.56  C2 1.473, C3 1.538, C5 1.510, H9 1.069
5 C -0.12 0.84 0.26  C1 1.523, C2 1.722, C3 1.488, C4 1.510
6 H 1.70 0.49 -0.65  C1 1.058
7 H 1.82 -0.17 1.14  C1 1.192
8 H -1.57 0.17 -1.71  C3 1.092
9 H -1.81 -0.31 1.41  C4 1.069

Summary:
- LUMO (hartree) = 0.0274
- orbital gap (eV) = 10.61
- SMILES = C1[C@]23[C@H]4[C@@H]2[C@@]143
- E_HOMO (eV) = -9.87
- total charge = 0

Here are the Löwdin charges for atoms 1 to 5, given in e:
1. C -0.049
2. C -0.084
3. C -0.100
4. C -0.126
5. C -0.101

Ranked by calculated energy, most stable first: *w*, *x*, *y*.

*w*
ORCA calculation (the ωB97M-V functional and the def2-TZVPD basis) on one molecule with the formula C4H7ClN2O2.

Last columns: bonded neighbours and bond lengths (Å).
Atoms and positions in Å:
1 C -0.13 -0.29 1.32  C2 1.568, C3 1.516, H10 1.015, H11 1.040
2 C -1.47 -0.30 0.50  C1 1.568, C4 1.504, H12 1.112, H13 1.141
3 C 1.02 -0.76 0.45  C1 1.516, N5 1.445, H14 1.021, H15 1.069
4 C -1.25 0.28 -0.87  C2 1.504, Cl9 1.696, H16 1.094
5 N 0.92 -0.06 -0.81  C3 1.445, N6 1.316
6 N 1.73 0.92 -1.16  N5 1.316, O7 1.183, O8 1.236
7 O 2.81 0.98 -0.68  N6 1.183
8 O 1.28 1.70 -2.01  N6 1.236
9 Cl -1.77 -0.45 -2.31  C4 1.696
10 H -0.01 0.64 1.70  C1 1.015
11 H -0.31 -0.88 2.16  C1 1.040
12 H -2.04 -1.25 0.43  C2 1.112
13 H -2.19 0.43 0.99  C2 1.141
14 H 1.84 -0.56 1.02  C3 1.021
15 H 0.69 -1.76 0.22  C3 1.069
16 H -1.13 1.37 -0.96  C4 1.094

Summary:
- LUMO (alpha / beta) (hartree) = -0.0256 / -0.0256
- orbital gap (alpha / beta) (eV) = 8.71 / 8.71
- E_HOMO (alpha / beta) (eV) = -9.40 / -9.40
- total charge = 0

Here are the Löwdin charges for atoms 1 to 5, given in e:
1. C -0.157
2. C -0.209
3. C -0.169
4. C -0.505
5. N 0.040

*x*
ORCA calculation (the ωB97M-V functional and the def2-TZVPD basis) on one molecule with the formula C4H7ClN2O2.

Last columns: bonded neighbours and bond lengths (Å).
Atoms and positions in Å:
1 C 0.54 -1.66 -1.21  N2 1.470, H10 1.203, H11 1.034, H12 1.197
2 N 0.08 -0.48 -0.47  C1 1.470, C3 1.502, C4 1.334
3 C 0.63 0.86 -0.86  N2 1.502, H13 1.147, H14 1.083, H15 1.054
4 C -0.43 -0.63 0.75  N2 1.334, O5 1.194, C6 1.669
5 O -0.83 -1.57 1.37  C4 1.194
6 C -0.44 0.83 1.56  C4 1.669, Cl7 1.740, N8 1.458, H16 1.013
7 Cl -0.54 0.57 3.28  C6 1.740
8 N -1.75 1.37 1.21  C6 1.458, O9 1.223
9 O -1.85 2.10 0.23  N8 1.223
10 H -0.27 -2.10 -1.99  C1 1.203
11 H 1.44 -1.49 -1.70  C1 1.034
12 H 0.82 -2.50 -0.41  C1 1.197
13 H 0.40 0.92 -1.98  C3 1.147
14 H 0.11 1.73 -0.46  C3 1.083
15 H 1.67 0.72 -0.79  C3 1.054
16 H 0.43 1.33 1.46  C6 1.013

Summary:
- LUMO (alpha / beta) (hartree) = -0.0222 / -0.0222
- orbital gap (alpha / beta) (eV) = 9.02 / 9.02
- SMILES = CN(C)C(=O)[C@H](Cl)N=O
- E_HOMO (alpha / beta) (eV) = -9.62 / -9.62
- total charge = 0

Here are the Löwdin charges for atoms 1 to 5, given in e:
1. C -0.041
2. N -0.140
3. C -0.025
4. C -0.488
5. O 0.074

Ranked by calculated energy, most stable first: *x*, *w*.

*w*
ORCA calculation (the ωB97M-V functional and the def2-TZVPD basis) on a 2-piece molecular cluster, C17H23OSi overall.

Last columns: bonded neighbours and bond lengths (Å).
Atoms and positions in Å:
1 C 2.29 0.36 -3.93  O2 1.442, H10 1.097, H11 1.111, H12 1.105
2 O 0.92 0.39 -4.39  C1 1.442, C3 1.414
3 C 0.11 -0.60 -3.78  O2 1.414, C4 1.522, H13 1.105, H29 1.070
4 C -1.37 -0.31 -3.97  C3 1.522, C5 1.399, C9 1.399
5 C -2.23 -1.42 -4.03  C4 1.399, C6 1.398, H14 1.094
6 C -3.61 -1.24 -4.09  C5 1.398, C7 1.408, H15 1.095
7 C -4.14 0.06 -4.09  C6 1.408, C8 1.406, H16 1.092
8 C -3.28 1.17 -4.06  C7 1.406, C9 1.399, H17 1.091
9 C -1.89 0.98 -4.00  C4 1.399, C8 1.399, H18 1.089
10 H 2.74 1.30 -4.29  C1 1.097
11 H 2.37 0.33 -2.83  C1 1.111
12 H 2.86 -0.49 -4.35  C1 1.105
13 H 0.33 -1.59 -4.22  C3 1.105
14 H -1.77 -2.42 -4.01  C5 1.094
15 H -4.28 -2.11 -4.12  C6 1.095
16 H -5.22 0.20 -4.09  C7 1.092
17 H -3.70 2.18 -4.06  C8 1.091
18 H -1.21 1.83 -3.99  C9 1.089
19 C 2.98 -0.07 1.54  Si20 1.848, H30 1.100, H31 1.102, H32 1.104
20 Si 1.32 -0.55 2.19  C19 1.848, C21 1.835, C22 1.850, C23 2.096
21 C 0.73 -2.29 2.23  Si20 1.835, H33 1.097, H34 1.100, H35 1.099
22 C 0.00 0.67 1.77  Si20 1.850, C23 1.525, H36 1.089, H37 1.088
23 C 0.18 0.83 3.28  Si20 2.096, C22 1.525, C24 1.434, C28 1.435
24 C 1.12 1.77 3.81  C23 1.434, C25 1.388, H38 1.094
25 C 1.41 1.74 5.17  C24 1.388, C26 1.400, H39 1.096
26 C 0.73 0.86 6.01  C25 1.400, C27 1.402, H40 1.085
27 C -0.36 0.11 5.54  C26 1.402, C28 1.387, H41 1.097
28 C -0.68 0.14 4.19  C23 1.435, C27 1.387, H42 1.095
29 H 0.31 -0.67 -2.73  C3 1.070
30 H 3.59 0.44 2.30  C19 1.100
31 H 3.53 -0.96 1.19  C19 1.102
32 H 2.88 0.62 0.68  C19 1.104
33 H 0.63 -2.64 3.26  C21 1.097
34 H -0.25 -2.36 1.74  C21 1.100
35 H 1.43 -2.95 1.70  C21 1.099
36 H 0.35 1.49 1.14  C22 1.089
37 H -0.93 0.21 1.44  C22 1.088
38 H 1.51 2.54 3.14  C24 1.094
39 H 2.15 2.43 5.59  C25 1.096
40 H 1.01 0.78 7.06  C26 1.085
41 H -0.97 -0.48 6.24  C27 1.097
42 H -1.60 -0.31 3.79  C28 1.095

Summary:
- LUMO (hartree) = -0.1762
- orbital gap (eV) = 6.03
- E_HOMO (eV) = -10.82
- total charge = +1

Here are the Löwdin charges for atoms 1 to 5, given in e:
1. C -0.091
2. O -0.183
3. C -0.204
4. C -0.200
5. C -0.056

*x*
ORCA calculation (the ωB97M-V functional and the def2-TZVPD basis) on a 2-piece molecular cluster, C17H23OSi overall.

Last columns: bonded neighbours and bond lengths (Å).
Atoms and positions in Å:
1 C -1.98 0.84 -3.67  O2 1.459, H10 1.092, H11 1.119, H12 1.114
2 O -0.61 1.31 -3.48  C1 1.459, C3 1.412
3 C -0.44 2.04 -2.28  O2 1.412, C4 1.505, H13 1.107, H29 1.043
4 C 0.88 2.76 -2.17  C3 1.505, C5 1.397, C9 1.403
5 C 0.90 3.90 -1.37  C4 1.397, C6 1.394, H14 1.088
6 C 2.10 4.61 -1.24  C5 1.394, C7 1.417, H15 1.097
7 C 3.26 4.14 -1.91  C6 1.417, C8 1.414, H16 1.104
8 C 3.23 2.91 -2.60  C7 1.414, C9 1.395, H17 1.099
9 C 2.04 2.20 -2.72  C4 1.403, C8 1.395, H18 1.088
10 H -1.94 0.15 -4.51  C1 1.092
11 H -2.44 0.29 -2.81  C1 1.119
12 H -2.66 1.69 -3.93  C1 1.114
13 H -1.34 2.64 -2.03  C3 1.107
14 H 0.00 4.24 -0.86  C5 1.088
15 H 2.15 5.54 -0.66  C6 1.097
16 H 4.18 4.75 -1.95  C7 1.104
17 H 4.12 2.50 -3.09  C8 1.099
18 H 1.95 1.24 -3.23  C9 1.088
19 C -2.28 -1.83 -0.02  Si20 1.901, H30 1.105, H31 1.112, H32 1.118
20 Si -1.33 -1.48 1.59  C19 1.901, C21 1.854, C22 1.986, C23 1.986
21 C -1.59 0.23 2.25  Si20 1.854, H33 1.100, H34 1.107, H35 1.104
22 C 0.52 -1.37 0.88  Si20 1.986, C23 1.472, H36 1.095, H37 1.095
23 C 0.40 -2.38 1.93  Si20 1.986, C22 1.472, C24 1.446, C28 1.444
24 C 0.04 -3.74 1.58  C23 1.446, C25 1.375, H38 1.098
25 C -0.16 -4.63 2.60  C24 1.375, C26 1.393, H39 1.084
26 C -0.03 -4.24 3.93  C25 1.393, C27 1.396, H40 1.084
27 C 0.40 -2.96 4.28  C26 1.396, C28 1.374, H41 1.083
28 C 0.63 -2.01 3.31  C23 1.444, C27 1.374, H42 1.099
29 H -0.30 1.32 -1.54  C3 1.043
30 H -2.63 -2.88 0.10  C19 1.105
31 H -3.13 -1.11 -0.03  C19 1.112
32 H -1.65 -1.73 -0.93  C19 1.118
33 H -1.74 0.07 3.33  C21 1.100
34 H -0.74 0.91 2.07  C21 1.107
35 H -2.51 0.63 1.78  C21 1.104
36 H 0.70 -1.75 -0.13  C22 1.095
37 H 1.11 -0.48 1.14  C22 1.095
38 H 0.04 -4.03 0.52  C24 1.098
39 H -0.46 -5.64 2.35  C25 1.084
40 H -0.24 -4.95 4.72  C26 1.084
41 H 0.52 -2.68 5.31  C27 1.083
42 H 1.05 -1.02 3.53  C28 1.099

Summary:
- LUMO (hartree) = -0.1950
- orbital gap (eV) = 5.49
- E_HOMO (eV) = -10.80
- total charge = +1

Here are the Löwdin charges for atoms 1 to 5, given in e:
1. C -0.082
2. O -0.182
3. C -0.213
4. C -0.205
5. C -0.056

Ranked by calculated energy, most stable first: *w*, *x*.